Computed, not measured: a cluster of 2 separate species, C4H11NO in total in a non-equilibrium geometry, with wB97M-V/def2-TZVPD.

```
! wB97M-V def2-TZVPD RIJCOSX def2/J DEFGRID3
* xyz 0 1
C 0.30 2.90 -2.50
C 0.48 2.12 -1.17
H -0.74 3.04 -2.73
H 0.60 3.92 -2.23
H 0.89 2.35 -3.24
H 1.43 2.15 -0.68
H 0.39 1.06 -1.44
H -0.39 2.46 -0.56
C -1.26 -0.56 1.47
C -0.15 -1.53 1.17
O -0.01 -2.64 1.63
N 0.62 -1.19 0.06
H 1.20 -1.91 -0.34
H 0.47 -0.32 -0.41
H -2.07 -0.71 0.75
H -1.02 0.49 1.35
H -1.56 -0.79 2.49
*
```

Summary:
HOMO in eV: -9.8
LUMO level in eV: 0.8
SMILES: CC(N)=O.CC